1.
Density functional theory data (ωB97M-V with the def2-TZVPD basis set) for a 9-piece molecular cluster, C31H65Cl11N3O7P overall at a distorted geometry.

The geometry in ORCA input format:
```
! RIJCOSX wB97M-V def2-TZVPD def2/J DEFGRID3
* xyz -2 3
C -3.66756 -1.98386 2.23907
C -3.10873 -0.87308 1.28820
C -1.60653 -0.92504 1.35453
O -0.89512 0.07919 0.66368
C 0.54480 0.06311 0.87239
N -3.67442 -1.08727 -0.12759
H -4.31999 -0.45310 -0.57609
H -2.91419 -1.21469 -0.78022
H -4.33362 -1.84000 -0.26524
H -3.35308 -2.99500 1.98060
H -4.75493 -2.02389 2.17482
H -3.45566 -1.74138 3.28042
H -3.43770 0.12875 1.56428
H -1.27211 -1.87640 0.94080
H -1.33695 -0.85978 2.40865
H 1.11654 0.81849 0.33329
H 0.90343 -0.92572 0.58657
H 0.68507 0.17147 1.94788
P -8.67684 -2.94273 -4.16157
O -10.18281 -3.07230 -3.76259
O -8.01363 -1.54015 -4.29081
O -8.45022 -4.00008 -5.21156
O -8.12042 -3.75285 -2.90971
C 3.39855 7.02710 2.62427
C 2.25407 7.94955 3.04831
C 1.09342 7.64333 2.03708
C -0.19497 8.34177 2.45024
C -0.53266 7.82010 3.85488
C 0.52370 8.16377 4.90573
N 1.88275 7.72931 4.44656
O 2.87900 8.04749 5.40702
C 0.38962 9.69219 5.21516
C 0.15425 7.37333 6.20889
C 2.77339 9.31041 2.65876
H 3.25800 6.05663 3.10022
H 4.36782 7.42614 2.92325
H 3.45229 6.95725 1.53784
H 1.32360 7.82687 0.98758
H 1.02453 6.56360 1.90465
H -0.98069 8.01743 1.76793
H -0.10187 9.42486 2.37056
H -0.50977 6.73329 3.77473
H -1.56140 8.00845 4.16197
H 0.77258 10.36646 4.44913
H -0.65731 9.92867 5.40520
H 0.92654 10.05725 6.09069
H 0.85612 7.61544 7.00693
H -0.75795 7.82031 6.60410
H 0.10880 6.30859 5.98008
H 3.53915 9.67620 3.34281
H 2.14469 10.19908 2.60312
H 3.37332 9.24929 1.75077
C 4.55714 -5.74213 -1.17688
C 5.52500 -6.18044 -0.08711
C 6.93383 -5.98757 -0.83247
C 8.13137 -6.07702 0.04506
C 8.03690 -5.04857 1.12973
C 6.74729 -5.11645 1.95723
N 5.49182 -5.19354 1.05457
O 4.31687 -5.22494 1.94802
C 6.87860 -6.24669 3.05346
C 6.77117 -3.77177 2.71539
C 5.36287 -7.63883 0.25429
H 3.52995 -5.93418 -0.86690
H 4.61372 -6.32012 -2.09928
H 4.57089 -4.67076 -1.37705
H 6.93210 -6.65396 -1.69504
H 6.83982 -4.97092 -1.21416
H 9.00641 -5.88651 -0.57634
H 8.26959 -7.03070 0.55446
H 8.31047 -4.11841 0.63166
H 8.93492 -5.33607 1.67654
H 7.49685 -7.07257 2.70162
H 7.37327 -5.87437 3.95056
H 5.91932 -6.69269 3.31609
H 5.98872 -3.78896 3.47406
H 7.69372 -3.60106 3.27024
H 6.52008 -2.93668 2.06142
H 4.51871 -7.85697 0.90843
H 6.16704 -8.08722 0.83769
H 5.07543 -8.28427 -0.57570
Cl -9.91838 1.19827 1.81705
C -11.03109 1.01573 0.58921
C -11.88852 -0.26146 0.67426
Cl -12.80532 -0.31759 2.23596
H -10.47471 0.95303 -0.34599
H -11.64809 1.91365 0.55532
H -11.16642 -1.07562 0.61250
H -12.59906 -0.32120 -0.15016
Cl -5.13193 -9.42893 -1.61017
C -4.28733 -8.05792 -0.81245
C -2.88999 -8.54334 -0.20843
Cl -1.87514 -9.31678 -1.51039
H -4.98084 -7.72624 -0.03971
H -4.10322 -7.31149 -1.58514
H -3.11650 -9.19855 0.63269
H -2.35085 -7.71045 0.24293
Cl -1.88202 -4.57680 -8.41696
C -3.08596 -3.51423 -7.61924
C -2.73534 -2.08266 -7.51568
Cl -1.44203 -1.71517 -6.30917
H -3.15782 -3.97956 -6.63618
H -4.06720 -3.54257 -8.09301
H -3.63259 -1.55420 -7.19354
H -2.41905 -1.57354 -8.42608
Cl 5.37179 3.46814 -5.07874
C 3.76024 2.77115 -5.50567
C 2.98560 3.82023 -6.23470
Cl 3.77629 4.45095 -7.58872
H 3.38011 2.44381 -4.53797
H 3.90169 1.87492 -6.10971
H 3.04862 4.68108 -5.56906
H 1.95249 3.60345 -6.50631
C -5.04191 4.38686 -5.44280
Cl -4.21232 4.24439 -3.85739
Cl -3.95998 4.13591 -6.79543
Cl -5.79291 6.02560 -5.45838
H -5.86910 3.67774 -5.41108
*
```

<S²>: 2.0670
Highest occupied orbital energy (alpha / beta) in eV: -0.8268 / -0.2763
Frontier orbital gap (alpha / beta) in eV: 2.4 / 1.5
Strongest force on any atom in eV/A: 5.012

These are the Mulliken partial charges, in e, on atoms 1 to 6: atom 1 (C): -1.456, atom 2 (C): 0.292, atom 3 (C): -0.936, atom 4 (O): -0.324, atom 5 (C): -0.685, atom 6 (N): -0.337

2.
Density functional theory data (ωB97M-V with the def2-TZVPD basis set) for CH14CoN2O6 as an isolated structure at a distorted geometry.

The geometry in ORCA input format:
```
! RIJCOSX wB97M-V def2-TZVPD def2/J DEFGRID3
* xyz 2 4
Co 0.00119 -0.41481 1.30348
C -0.15918 0.75038 -3.10933
O -0.04119 0.43929 -1.94598
N -1.32167 0.74080 -3.70119
N 0.87926 1.10285 -3.86699
H -1.30839 1.21537 -4.59265
H -2.14266 0.81378 -3.11745
H 0.78437 1.10766 -4.87251
H 1.75280 1.14720 -3.36196
O -0.58667 -3.21829 0.81490
H -1.34255 -3.77270 0.62123
H 0.17132 -3.76723 0.61405
O -2.93076 0.12356 1.07936
H -3.16902 1.03454 0.90737
H -3.75270 -0.35959 0.99452
O 2.90841 -0.80249 0.78382
H 3.58953 -0.15596 0.96904
H 3.34450 -1.46300 0.24551
O -0.07760 -0.88630 4.28605
H 0.59367 -0.50348 4.85092
H -0.70913 -1.27348 4.89227
O 0.96774 2.38133 2.07899
H 1.33044 2.86968 2.81804
H 1.21837 2.89092 1.30845
*
```

<S²>: 3.7551
Highest occupied orbital energy (alpha / beta) in eV: -15.9820 / -15.8628
Frontier orbital gap (alpha / beta) in eV: 5.8 / 4.0
Strongest force on any atom in eV/A: 3.995

These are the Mulliken partial charges, in e, on atoms 1 to 6: atom 1 (Co): 1.541, atom 2 (C): 0.608, atom 3 (O): -0.601, atom 4 (N): -0.395, atom 5 (N): -0.398, atom 6 (H): 0.217

3.
Density functional theory data (ωB97M-V with the def2-TZVPD basis set) for a 14-piece molecular cluster, C45H70BrCl27IO5P overall at a distorted geometry.

The geometry in ORCA input format:
```
! RIJCOSX wB97M-V def2-TZVPD def2/J DEFGRID3
* xyz 0 1
C 1.48403 3.10091 1.77571
C 2.34191 3.46252 2.82430
C 2.65129 2.42095 3.96101
O 1.86116 2.32456 4.85445
O 3.79800 1.66657 3.80369
C 4.35418 1.22129 5.06274
C 4.10839 -0.32801 5.25784
C 2.97245 -0.56894 6.36368
C 2.11148 -1.81578 5.90574
C 0.59378 -1.57524 6.30634
C -0.27852 -2.53292 5.40378
C -0.82456 -1.85419 4.11605
C -1.64610 -0.77618 4.13751
C -2.25076 -0.11046 2.86299
O -3.15960 0.66191 3.06490
C -1.69384 -0.52048 1.48460
C -2.00086 0.14999 0.22508
I -3.34525 1.83668 0.13082
C -1.45101 -0.26788 -1.07293
C -0.51971 -1.38047 -1.12831
Br 0.22686 -1.94184 -2.82834
C -0.18520 -2.08611 0.13388
P 1.04510 -3.51567 -0.07942
O 2.28516 -3.33064 1.06771
Cl -0.01065 -5.31201 0.29809
C -0.77095 -1.69056 1.41336
C -0.45411 -2.44976 2.71647
O 0.05883 -3.54844 2.75172
H 1.79952 2.38334 0.96494
H 0.43544 3.52740 1.65916
H 2.82308 4.47168 2.80775
H 4.00439 1.79157 5.95554
H 5.46773 1.36333 4.98935
H 5.05070 -0.78405 5.66770
H 3.85996 -0.84159 4.29734
H 2.33518 0.35767 6.42208
H 3.45884 -0.77092 7.34916
H 2.17930 -2.03153 4.80782
H 2.51242 -2.71243 6.44335
H 0.49918 -1.96463 7.35675
H 0.28663 -0.51093 6.28164
H -1.17583 -2.88860 5.99144
H 0.32645 -3.45296 5.21031
H -1.94018 -0.36903 5.13932
H -1.72969 0.24807 -2.02410
H 2.92554 -2.68466 0.71145
Cl 3.46476 -6.34052 -0.95988
C 4.12119 -6.47013 0.69176
C 4.20739 -7.90376 1.16037
Cl 2.59736 -8.62468 1.41508
H 3.49597 -5.86845 1.35189
H 5.11752 -6.02866 0.67068
H 4.72902 -7.94993 2.11657
H 4.74687 -8.52670 0.44725
Cl -5.11563 4.61844 0.24444
C -6.27759 4.07407 -0.99800
C -7.31431 5.12688 -1.31106
Cl -8.43085 5.39769 0.05077
H -6.74136 3.15219 -0.64881
H -5.69917 3.84719 -1.89541
H -7.92068 4.80535 -2.15818
H -6.85359 6.08007 -1.56308
Cl -0.10024 4.43338 0.02324
C -1.09303 5.45160 -1.05156
C -1.34190 4.79793 -2.39263
Cl 0.14496 4.68492 -3.37060
H -0.59373 6.41234 -1.16023
H -2.04343 5.61767 -0.54083
H -2.05363 5.39219 -2.96695
H -1.74891 3.79296 -2.27961
Cl -5.31040 -0.39403 -2.48076
C -4.97334 -1.78741 -3.53500
C -3.53458 -2.23801 -3.43821
Cl -2.40982 -1.04821 -4.13627
H -5.24059 -1.51307 -4.55508
H -5.63465 -2.59391 -3.21545
H -3.39841 -3.16559 -3.99513
H -3.23874 -2.41486 -2.40326
Cl -0.61957 9.07616 -0.78025
C -0.54257 9.18989 0.99510
C 0.76432 8.66724 1.54622
Cl 0.93462 6.89940 1.36338
H -1.39603 8.65205 1.40696
H -0.65184 10.24518 1.24697
H 0.82240 8.87671 2.61483
H 1.61700 9.13844 1.05837
Cl -0.84795 2.31873 -5.66035
C -2.20860 2.33926 -6.81180
C -3.41589 3.05711 -6.25508
Cl -4.16398 2.15960 -4.91074
H -2.44273 1.30853 -7.07733
H -1.85758 2.84933 -7.70774
H -4.17564 3.15906 -7.03052
H -3.15959 4.05344 -5.89577
Cl 7.62408 -5.48522 -0.19116
C 7.61555 -4.83382 -1.85100
C 6.81730 -5.69921 -2.79862
Cl 7.60252 -7.27201 -3.09096
H 8.64956 -4.72859 -2.17829
H 7.17341 -3.83854 -1.79773
H 6.73033 -5.20380 -3.76591
H 5.81328 -5.88793 -2.41947
Cl -8.68389 -0.90265 -3.74206
C -9.34840 -0.94517 -2.08973
C -9.49897 0.43797 -1.49742
Cl -7.92472 1.20618 -1.16729
H -8.69961 -1.57283 -1.47956
H -10.32522 -1.42567 -2.15451
H -10.02482 0.37660 -0.54436
H -10.06346 1.09594 -2.15696
Cl 3.30323 -10.82579 -2.96123
C 1.63677 -10.82770 -2.33100
C 1.56733 -11.31179 -0.90100
Cl 1.94647 -13.04809 -0.75799
H 1.02567 -11.44178 -2.99167
H 1.27526 -9.80032 -2.38908
H 0.55716 -11.17673 -0.51348
H 2.25494 -10.76218 -0.25969
Cl 12.38816 -7.07200 1.29244
C 11.39445 -6.39370 -0.02170
C 11.28623 -7.33329 -1.20104
Cl 12.83753 -7.51738 -2.05915
H 11.82523 -5.43552 -0.31092
H 10.40327 -6.20937 0.39417
H 10.57053 -6.93885 -1.92321
H 10.95079 -8.32308 -0.89416
Cl -0.96860 0.01766 8.11323
C -0.97819 0.13681 9.89078
C 0.33221 -0.31026 10.49716
Cl 0.59711 -2.06280 10.30993
H -1.81489 -0.45166 10.26575
H -1.16068 1.18331 10.13798
H 0.33328 -0.10324 11.56758
H 1.17832 0.20859 10.04769
Cl 0.29972 2.36324 -10.66741
C -0.26592 3.96675 -11.19574
C -1.07262 4.66667 -10.12643
Cl -2.64077 3.86886 -9.83854
H -0.84175 3.83836 -12.11154
H 0.62185 4.55469 -11.43083
H -1.29069 5.68884 -10.43628
H -0.53451 4.70497 -9.17939
Cl -5.92540 8.64998 -1.69396
C -5.63859 10.40030 -1.53947
C -4.17154 10.72307 -1.37802
Cl -3.53017 10.16903 0.18714
H -6.22442 10.76680 -0.69743
H -6.02047 10.86590 -2.44866
H -4.02411 11.80265 -1.41542
H -3.57220 10.26921 -2.16715
*
```

Highest occupied orbital energy in eV: -7.7389
Frontier orbital gap in eV: 6.8
Strongest force on any atom in eV/A: 2.831

These are the Mulliken partial charges, in e, on atoms 1 to 6: atom 1 (C): -0.698, atom 2 (C): -0.594, atom 3 (C): 0.813, atom 4 (O): -0.433, atom 5 (O): -0.364, atom 6 (C): -0.662

4.
Density functional theory data (ωB97M-V with the def2-TZVPD basis set) for a 2-piece molecular cluster, C5H4O2 overall.

The geometry in ORCA input format:
```
! RIJCOSX wB97M-V def2-TZVPD def2/J DEFGRID3
* xyz 0 1
O -1.52959 -1.15924 0.67505
C -0.63310 -0.48080 0.28714
C -0.41423 0.96693 0.07874
C 0.71288 1.21157 -0.35808
C 1.70472 0.17026 -0.62882
C 0.80513 -1.08112 -0.18972
O 1.11145 -2.22133 -0.20317
H 2.60486 0.20859 -0.00999
H 1.99804 0.06346 -1.67619
H -3.04933 0.81563 0.87043
H -3.40955 1.36940 1.21829
*
```

Highest occupied orbital energy in eV: -10.4449
Frontier orbital gap in eV: 9.3
SMILES: O=C1C#CCC1=O.[H][H]
Strongest force on any atom in eV/A: 0.894

These are the Mulliken partial charges, in e, on atoms 1 to 6: atom 1 (O): -0.407, atom 2 (C): 0.819, atom 3 (C): -0.125, atom 4 (C): -0.457, atom 5 (C): -0.190, atom 6 (C): 0.267